No. 1
A cluster of 17 separate species, C22H29Cl48FN3 in total at a distorted geometry, computed with ωB97M-V/def2-TZVPD.

Properties
Charge: +1
Multiplicity: 1
Frontier orbital gap: 9.27 eV

Geometry (Å):
N  2.14048  0.19128  0.71430
C  2.72019  -0.90335  0.36765
N  3.89550  -1.32035  0.93853
C  3.79345  -2.83477  0.90228
C  2.45498  -3.10127  0.21438
C  1.29337  -3.61966  1.06477
C  0.32906  -2.52348  1.52391
C  -0.63712  -2.09167  0.39931
F  -0.42550  -0.78138  -0.02137
N  2.23342  -1.84120  -0.54253
H  1.35209  0.57175  0.20333
H  2.47157  0.62318  1.57345
H  3.80179  -1.09666  1.93318
H  3.85638  -3.18534  1.93008
H  4.65175  -3.29117  0.43244
H  2.65641  -3.88685  -0.51126
H  0.74362  -4.33763  0.46575
H  1.66741  -4.14723  1.93764
H  0.82947  -1.62748  1.87912
H  -0.24670  -2.89498  2.36317
H  -0.50754  -2.77234  -0.43420
H  -1.66195  -2.18563  0.74670
H  2.80668  -1.94311  -1.37600
C  -3.79162  0.64362  0.33830
Cl  -4.59051  -0.05951  -1.06902
Cl  -3.88527  2.40409  0.30122
Cl  -4.48758  0.01361  1.83405
H  -2.74497  0.36580  0.30962
C  7.69159  -4.49587  0.09459
Cl  6.74491  -5.22974  1.39345
Cl  8.83903  -5.64763  -0.57229
Cl  6.62487  -3.87455  -1.17506
H  8.24403  -3.66227  0.50722
C  -6.66002  -3.06092  -0.12313
Cl  -7.48930  -2.45694  1.30725
Cl  -5.02194  -3.58527  0.29048
Cl  -7.56338  -4.37485  -0.87399
H  -6.58325  -2.25041  -0.83602
C  -1.57913  1.48682  4.25589
Cl  -2.76415  0.54710  5.15470
Cl  -0.20804  1.91530  5.27912
Cl  -1.02646  0.59279  2.82910
H  -2.05074  2.40003  3.91608
C  -6.82396  1.18074  -4.52511
Cl  -6.63561  2.67326  -3.60343
Cl  -6.55619  -0.22375  -3.48563
Cl  -8.41107  1.10262  -5.28365
H  -6.07416  1.16806  -5.30445
C  -10.28086  -2.97735  4.01944
Cl  -11.42707  -3.31971  2.72364
Cl  -8.89251  -4.06007  3.92929
Cl  -9.75375  -1.29253  3.95746
H  -10.77878  -3.14201  4.96595
C  -5.00891  6.46098  0.66286
Cl  -6.10622  6.15986  -0.68080
Cl  -3.58931  5.40768  0.55503
Cl  -4.52907  8.15894  0.71186
H  -5.52736  6.23011  1.58379
C  -1.00986  7.62496  2.28464
Cl  0.09378  8.60953  1.32970
Cl  -0.47560  5.93629  2.29953
Cl  -1.15062  8.24467  3.92829
H  -1.98804  7.66659  1.82102
C  -0.02811  -2.26960  -3.59068
Cl  0.29414  -3.90859  -3.00611
Cl  1.49130  -1.43908  -3.94804
Cl  -1.07063  -2.30240  -5.00396
H  -0.53297  -1.72183  -2.80444
C  4.84485  2.09600  3.22672
Cl  4.73975  2.32385  1.48210
Cl  4.66853  3.61955  4.08235
Cl  3.60387  0.93531  3.76269
H  5.81566  1.68040  3.46292
C  3.14013  2.87662  -2.03706
Cl  2.25491  3.29965  -0.57507
Cl  4.82877  2.52030  -1.66909
Cl  2.36869  1.49202  -2.79998
H  3.09631  3.72363  -2.71027
C  5.45685  -6.01970  -4.09990
Cl  3.95272  -5.16445  -3.71887
Cl  5.20000  -7.76272  -4.07812
Cl  6.09339  -5.49428  -5.65475
H  6.18392  -5.77575  -3.33648
C  6.60232  6.15262  -0.22128
Cl  5.86144  5.45871  -1.66981
Cl  6.31485  7.88828  -0.14228
Cl  5.99659  5.34826  1.23613
H  7.66979  5.98763  -0.27744
C  -0.64622  8.23005  -2.37386
Cl  -1.47682  7.17599  -1.22666
Cl  -1.12799  7.85194  -4.02803
Cl  -0.95668  9.92589  -2.00342
H  0.41762  8.05448  -2.28435
C  -7.79557  -1.78431  7.88513
Cl  -9.39153  -1.04606  7.74862
Cl  -7.84127  -3.47221  7.37579
Cl  -6.60607  -0.87870  6.94376
H  -7.49809  -1.75246  8.92444
C  8.11961  -6.08076  -8.94775
Cl  9.13190  -6.14403  -10.38849
Cl  8.90094  -6.90848  -7.59956
Cl  7.74074  -4.40583  -8.52545
H  7.19063  -6.59069  -9.16502

Löwdin population analysis, charges in e, atoms 1 to 8: 0.263 -0.390 0.141 -0.089 -0.279 -0.123 -0.159 -0.186

No. 2
A structure of composition CN2O3S at a distorted geometry, computed with ωB97M-V/def2-TZVPD.

Properties
Multiplicity: 1
Frontier orbital gap: 8.75 eV
Energy above the lowest of the compared OMol25 structures with the same formula, charge and spin: 165.32 kJ/mol

Geometry (Å):
C  -1.75677  -0.03731  -0.02792
N  -2.48295  -0.74362  0.48201
N  1.78023  -0.02760  0.02136
O  1.19887  -0.97883  -0.40503
O  2.79776  0.26817  0.56283
O  -1.00166  0.71322  -0.72277
S  0.26897  1.59984  -0.03545

Löwdin charges, unit e, in atom order: -0.485 0.181 -0.425 0.090 0.106 -0.417 0.950

No. 3
A structure of composition C53H70FN7O6PRuS2Sb at a distorted geometry, computed with ωB97M-V/def2-TZVPD.

Properties
Charge: -1
Multiplicity: 2
Frontier orbital gap (spin up / spin down): 4.98 / 4.98 eV
Energy above the lowest of the compared OMol25 structures with the same formula, charge and spin: 119.35 kJ/mol

Geometry (Å):
Ru  -0.54583  -0.37167  0.49334
N  -8.61895  4.14092  5.14314
C  -7.70779  3.66774  4.62360
C  -6.58935  3.08577  3.98657
C  -6.42732  1.69464  3.97488
C  -5.34668  1.12912  3.34051
C  -4.37677  1.92250  2.70657
C  -4.54136  3.31598  2.74666
C  -5.62690  3.89029  3.36437
C  -3.24706  1.32426  2.00694
C  -1.96083  1.88224  2.22413
C  -1.62651  2.79327  3.25812
C  -0.26957  3.04707  3.14410
C  0.17906  2.28635  2.06289
N  -0.82723  1.58923  1.51113
C  -3.52007  0.24274  1.13973
C  -4.80937  -0.16729  0.71936
C  -4.63732  -1.23873  -0.14089
C  -3.26245  -1.44711  -0.23869
N  -2.59698  -0.55550  0.50453
H  -7.15805  1.07418  4.47584
H  -5.21459  0.05644  3.35502
H  -3.81569  3.93681  2.24037
H  -5.75150  4.96468  3.37171
H  -2.29498  3.17960  4.00614
H  0.31654  3.70979  3.75714
H  1.16823  2.26779  1.63103
H  -5.73871  0.30713  0.97238
H  -5.39887  -1.80246  -0.64764
H  -2.75241  -2.21955  -0.78716
C  1.32857  -0.11703  4.88943
C  2.62917  0.13943  4.13704
C  3.76241  -0.60979  4.82586
C  2.93263  1.63206  4.16825
Sb  2.31042  -0.56204  1.96976
C  2.77098  -2.78742  2.10101
C  4.24473  -3.08537  2.33635
C  2.31509  -3.36375  0.76417
C  1.94107  -3.41008  3.21682
C  4.21507  0.29892  1.01772
C  5.45023  0.30294  1.90531
C  3.86542  1.72838  0.61982
C  4.51596  -0.52262  -0.22702
H  1.49369  0.01187  5.96309
H  0.96377  -1.13029  4.72861
H  0.55888  0.59138  4.58257
H  3.90334  -0.19287  5.82816
H  4.70353  -0.50710  4.29168
H  3.53177  -1.66588  4.94256
H  3.01601  1.95963  5.20868
H  2.13617  2.20612  3.70350
H  3.87509  1.86492  3.67862
H  4.84167  -2.82385  1.46611
H  4.37832  -4.15490  2.52238
H  4.62909  -2.54668  3.19900
H  2.92133  -2.98241  -0.05895
H  1.26730  -3.11487  0.58021
H  2.40877  -4.45327  0.77262
H  2.29070  -3.09938  4.19918
H  2.02399  -4.49949  3.16874
H  0.88891  -3.15156  3.12185
H  5.34044  0.96244  2.76195
H  6.29402  0.67056  1.31454
H  5.70288  -0.69725  2.25064
H  3.59126  2.32774  1.48904
H  3.04183  1.74299  -0.09337
H  4.72837  2.20026  0.14223
H  5.03248  -1.45112  0.01198
H  5.15362  0.04985  -0.90593
H  3.60107  -0.76155  -0.76071
F  -2.15301  -4.44516  4.82493
C  -1.77987  -3.59335  3.84141
C  -1.57353  -2.26335  4.15272
C  -1.17380  -1.40498  3.14095
C  -0.96064  -1.86197  1.84010
C  -1.22787  -3.19750  1.55432
C  -1.62628  -4.07240  2.55538
H  -1.73010  -1.90903  5.16190
H  -1.03555  -0.35418  3.36843
H  -1.13585  -3.57938  0.54352
H  -1.82699  -5.11177  2.34216
O  6.85898  0.68790  -6.32945
C  6.39757  -0.33356  -5.56212
O  6.95067  -1.40086  -5.61325
C  5.22302  -0.04874  -4.71130
C  4.81899  1.24607  -4.37351
C  3.75593  1.45469  -3.52525
C  3.01919  0.37657  -3.01135
S  1.68035  0.69175  -1.96404
C  3.42379  -0.92328  -3.35800
C  4.51100  -1.12627  -4.17553
H  6.29603  1.46647  -6.25607
H  5.36451  2.11082  -4.73428
H  3.47955  2.46169  -3.24500
H  2.87898  -1.77216  -2.96472
H  4.84366  -2.12500  -4.42129
N  -0.20270  -1.78669  -1.61701
C  -0.89699  -2.79028  -2.32059
C  -0.47535  -4.11843  -2.29396
C  -1.18172  -5.08614  -2.99615
C  -2.29686  -4.72445  -3.71983
C  -2.74013  -3.41734  -3.74492
C  -2.04018  -2.45005  -3.04707
S  -3.24561  -5.95389  -4.67407
O  -2.34656  -7.08754  -4.80475
O  -3.53875  -5.25863  -5.91659
O  -4.39875  -6.17505  -3.81215
H  -0.35922  -0.86279  -2.01979
H  0.78910  -1.97371  -1.53501
H  0.41189  -4.39024  -1.73252
H  -0.86307  -6.11757  -3.00905
H  -3.61187  -3.17142  -4.33094
H  -2.37165  -1.41888  -3.04239
C  -0.86979  0.80274  -4.61145
N  -0.78477  2.08687  -3.94148
C  0.30947  2.91647  -4.39588
P  -1.41994  2.17330  -2.39196
O  -1.08197  1.05585  -1.47867
N  -1.01147  3.65307  -1.74689
C  0.12684  3.79175  -0.86373
C  -1.52740  4.89119  -2.28638
N  -3.05811  2.17311  -2.69680
C  -3.70258  2.61164  -3.91186
C  -3.89745  2.20583  -1.51629
H  0.04043  0.21023  -4.46333
H  -1.01220  0.95396  -5.68524
H  -1.72398  0.25367  -4.21990
H  1.22702  2.33274  -4.51703
H  0.50351  3.70931  -3.67849
H  0.05748  3.37086  -5.36142
H  0.49388  2.79905  -0.61999
H  -0.16124  4.29766  0.06270
H  0.93530  4.36375  -1.33605
H  -2.22267  4.67866  -3.09586
H  -0.71767  5.52062  -2.67461
H  -2.05019  5.46086  -1.50995
H  -2.96528  2.70390  -4.70559
H  -4.21060  3.57558  -3.77649
H  -4.45618  1.87939  -4.21812
H  -3.28495  1.97033  -0.64920
H  -4.69940  1.46687  -1.58440
H  -4.34720  3.19564  -1.36892

Löwdin population analysis, charges in e, atoms 1 to 8: 1.154 0.161 -0.192 -0.227 -0.006 -0.012 -0.158 -0.015

No. 4
The ion C4H12N3 with charge +1 at a distorted geometry, computed with ωB97M-V/def2-TZVPD.

Properties
SMILES: CC[N@H+]1NCN1C
Charge: +1
Multiplicity: 1
Frontier orbital gap: 11.26 eV
Energy above the lowest of the compared OMol25 structures with the same formula, charge and spin: 538.07 kJ/mol

Geometry (Å):
C  2.52169  0.10636  -0.16082
C  1.20676  0.23977  0.51446
N  0.10270  -0.07623  -0.29517
N  -0.35021  -1.41532  -0.37564
C  -1.47432  -1.14144  0.40733
N  -1.10901  0.31743  0.49927
C  -1.93250  1.26642  -0.29296
H  2.94046  0.98997  -0.41443
H  3.21557  -0.49154  0.33281
H  2.34778  -0.43357  -1.06746
H  0.95957  1.37889  0.82721
H  1.09606  -0.42355  1.37986
H  0.14522  0.45255  -1.25383
H  0.35572  -2.16009  -0.28462
H  -2.45702  -1.48089  0.05093
H  -1.35650  -1.56505  1.53242
H  -2.90619  1.47240  0.17727
H  -1.33313  2.20040  -0.28454
H  -1.97264  0.76349  -1.29208

Löwdin population analysis, charges in e, atoms 1 to 8: -0.032 -0.196 -0.141 0.059 -0.168 -0.081 -0.021 0.057

Question: Number 2 is which compound?
Answer: CN2O3S